1.
Density functional theory data (the ωB97M-V functional and the def2-TZVPD basis) for a 15-piece molecular cluster, C15H60O15 overall at a distorted geometry.

For the energy relative to the best compared isomer or geometry (same formula, charge and spin), the calculation gives 661.0 kJ/mol. As for the HOMO-LUMO gap: 8.765 eV.

```
90
C15H60O15, DFT the ωB97M-V functional and the def2-TZVPD basis
C 0.6724 -8.2422 -0.9469
O 1.7651 -7.6004 -0.3296
H 0.9955 -9.1944 -1.3700
H -0.1472 -8.4189 -0.2479
H 0.3084 -7.5514 -1.7071
H 2.1816 -8.1649 0.3346
C 5.0816 -12.0185 -1.9746
O 4.0775 -12.9611 -1.5547
H 5.7626 -12.4048 -2.7321
H 4.6822 -11.0756 -2.3508
H 5.6883 -11.7194 -1.1181
H 4.1689 -13.1146 -0.6124
C 4.9698 -7.1560 -0.0414
O 5.8321 -7.2208 -1.1457
H 4.2826 -6.3138 -0.1243
H 4.3532 -8.0539 0.0067
H 5.4958 -6.9690 0.8966
H 6.4984 -7.8820 -0.9414
C 1.9950 -4.2054 0.1221
O 2.2326 -4.9613 -1.0156
H 0.9330 -3.9747 0.2310
H 2.3582 -4.7559 0.9922
H 2.5047 -3.2419 0.1009
H 1.9146 -5.8573 -0.8446
C 3.2137 -10.4730 0.9859
O 2.4904 -9.3735 1.5452
H 3.3739 -10.3863 -0.0878
H 4.1956 -10.6009 1.4451
H 2.6005 -11.3391 1.2385
H 2.3826 -9.5623 2.4804
C 3.2968 -8.2066 -3.2399
O 2.2987 -8.8580 -4.0376
H 3.3064 -8.6211 -2.2300
H 4.2763 -8.4474 -3.6570
H 3.3110 -7.1185 -3.1660
H 1.4972 -8.3209 -3.9590
C 1.3559 -12.2353 -2.8828
O 2.1023 -13.3726 -3.3295
H 1.6837 -11.3417 -3.4197
H 0.3261 -12.3985 -3.1989
H 1.4932 -12.0379 -1.8190
H 2.9262 -13.2778 -2.8342
C 5.7423 -4.3378 -3.1015
O 6.5332 -5.5019 -3.1057
H 6.2803 -3.4464 -3.4227
H 4.9032 -4.5616 -3.7642
H 5.3550 -4.1383 -2.0999
H 6.1808 -6.0639 -2.4040
C -1.0153 -10.5280 -5.2789
O -1.9674 -10.0744 -4.3337
H -1.2176 -10.0946 -6.2614
H 0.0034 -10.2579 -5.0049
H -1.0510 -11.5981 -5.4928
H -2.8603 -10.3635 -4.5330
C 7.1399 -8.7275 -4.6131
O 6.7635 -9.4679 -5.7801
H 6.5593 -7.8033 -4.5869
H 6.8097 -9.1891 -3.6770
H 8.1985 -8.5089 -4.4846
H 5.8757 -9.7863 -5.5723
C 0.8560 -9.0290 -7.8167
O 1.7769 -8.7501 -8.8720
H 1.3533 -9.0116 -6.8478
H 0.0441 -8.3011 -7.8562
H 0.4655 -10.0145 -8.0747
H 1.3851 -9.1132 -9.6689
C 3.9052 -7.2204 -6.4255
O 3.7600 -7.1003 -7.8539
H 4.1277 -8.2695 -6.2280
H 4.6668 -6.5573 -6.0179
H 2.9664 -6.9969 -5.9143
H 2.9901 -7.6358 -8.0746
C 1.8418 -3.4470 -4.2482
O 1.9099 -4.8145 -3.8835
H 2.6540 -2.8768 -3.7956
H 1.9205 -3.4297 -5.3345
H 0.8984 -3.0182 -3.9056
H 2.0987 -4.7785 -2.9379
C -0.7696 -6.8073 -5.2133
O 0.3473 -7.0218 -4.3963
H -1.5202 -6.1968 -4.7081
H -0.5098 -6.3601 -6.1744
H -1.1984 -7.7942 -5.3868
H 0.7546 -6.1567 -4.2501
C 3.7925 -11.6198 -6.0129
O 4.3008 -10.5654 -5.1667
H 4.5727 -11.8993 -6.7182
H 3.5493 -12.4750 -5.3800
H 2.8538 -11.3754 -6.5118
H 3.6007 -10.1991 -4.6155
```

2.
Density functional theory data (the ωB97M-V functional and the def2-TZVPD basis) for a 2-piece molecular cluster, C15H7Cl4N2O4 overall at a distorted geometry.

For the energy relative to the best compared isomer or geometry (same formula, charge and spin), the calculation gives 8.4 kJ/mol. Its charge is -1. As for the HOMO-LUMO gap: 3.145 eV.

```
32
C15H7Cl4N2O4, DFT the ωB97M-V functional and the def2-TZVPD basis
Cl 2.9237 -1.7575 1.3453
C 1.4490 -0.9269 1.5153
C 1.3906 0.4248 1.6455
Cl 2.8005 1.3875 1.5705
C 0.1141 1.1381 1.9362
O 0.0563 2.3602 2.1253
C -1.1088 0.2990 1.9857
Cl -2.6115 1.1079 1.8137
C -1.0438 -1.0583 1.8664
Cl -2.4520 -2.0230 1.9622
C 0.2353 -1.7782 1.5934
O 0.2713 -2.9929 1.4114
C -2.6371 2.7705 4.6779
C -2.6912 1.3548 5.1099
C -3.7193 0.5408 4.5992
N -4.5987 -0.1231 4.1728
C -1.8178 0.8143 6.0982
C -0.7013 1.5432 6.6261
C 0.0675 1.0397 7.6587
C -0.2118 -0.2507 8.1721
N 0.6837 -0.8457 9.1000
O 0.4369 -2.0134 9.4962
O 1.6771 -0.2004 9.4978
C -1.2858 -1.0016 7.6557
C -2.0430 -0.5046 6.6108
H -1.7939 3.2936 5.1299
H -2.5416 2.8396 3.5878
H -3.5661 3.3006 4.9253
H -0.4445 2.5087 6.1841
H 0.9153 1.5930 8.0602
H -1.4522 -1.9982 8.0759
H -2.8209 -1.1335 6.1783
```

3.
Density functional theory data (the ωB97M-V functional and the def2-TZVPD basis) for C15H7F3I2N2OPdS as an isolated structure at a distorted geometry.

As for the HOMO-LUMO gap: 6.840 eV.

```
32
C15H7F3I2N2OPdS, DFT the ωB97M-V functional and the def2-TZVPD basis
Pd -0.0775 -0.0147 0.0235
I 4.3277 0.3016 -2.5883
C 2.4866 -0.5069 -3.1643
C 2.2768 -1.0731 -4.3987
C 1.0271 -1.5958 -4.7253
I 0.7901 -2.4455 -6.6379
C -0.0627 -1.5687 -3.8195
C -1.3503 -2.0666 -4.0558
C -2.3185 -1.9602 -3.0480
C -2.0130 -1.3778 -1.8472
N -0.7735 -0.8840 -1.5841
C 0.1845 -0.9785 -2.5546
C 1.4462 -0.4404 -2.1992
O 1.6229 0.0882 -1.0318
H 3.0785 -1.1153 -5.1198
H -1.5957 -2.5255 -4.9982
H -3.3128 -2.3392 -3.2170
H -2.7382 -1.2803 -1.0485
F -2.3428 -0.0444 4.6762
C -1.9286 1.2188 4.4899
F -1.7919 1.7567 5.7107
F -2.9413 1.8723 3.8988
C -0.6596 1.2910 3.6910
C 0.4912 1.8707 4.2341
C 1.6532 1.9225 3.4672
C 1.6432 1.4008 2.1886
N 0.5392 0.8466 1.6722
C -0.6032 0.7843 2.3981
S -1.8386 0.0145 1.4513
H 0.4687 2.2693 5.2342
H 2.5549 2.3635 3.8604
H 2.5162 1.4134 1.5476
```

4.
Density functional theory data (the ωB97M-V functional and the def2-TZVPD basis) for C15H8N4S9Zn as an isolated structure at a distorted geometry.

For the energy relative to the best compared isomer or geometry (same formula, charge and spin), the calculation gives 0.0 kJ/mol. Its charge is -2. As for the HOMO-LUMO gap: 4.831 eV.

```
37
C15H8N4S9Zn, DFT the ωB97M-V functional and the def2-TZVPD basis
Zn 0.9676 7.2856 15.0118
S 0.2178 8.2668 17.0423
C 0.1245 6.7873 17.8598
C -0.3904 6.8323 19.2102
N -0.8349 6.8921 20.2924
C 0.3755 5.4191 17.4473
S 0.7032 5.0597 15.7717
C 0.1495 4.3379 18.3360
N -0.0176 3.3294 18.9454
S 2.1371 13.7094 13.6314
C 1.9652 12.0657 13.6384
S 0.4541 11.2716 13.1169
C 0.9878 9.6204 13.3038
C 2.3348 9.5035 13.7914
S 3.0487 7.9914 14.0750
S 3.1981 10.9963 14.1870
S -0.1580 8.3941 13.0172
C 5.4597 5.2484 16.0217
C 5.2275 4.9141 14.5387
N 4.0604 4.8941 14.0267
C 4.1195 4.4046 12.7254
C 5.3620 4.0071 12.3134
S 6.5570 4.3528 13.4333
C 2.8788 4.3008 11.9500
C 2.9074 3.7958 10.6868
S 1.3804 3.8614 9.9559
C 0.7710 4.5114 11.4866
N 1.6438 4.7197 12.4010
C -0.6903 4.8812 11.5952
H 4.4988 5.2874 16.5065
H 5.9941 6.2278 16.0813
H 6.0504 4.3876 16.4593
H 5.5440 3.5861 11.3209
H 3.7959 3.5331 10.0882
H -1.2467 3.9108 11.5544
H -0.8875 5.5364 10.7109
H -0.8936 5.3123 12.5812
```

5.
Density functional theory data (the ωB97M-V functional and the def2-TZVPD basis) for C16H10BLiN2O13 as an isolated structure at a distorted geometry.

Its charge is -2. As for the HOMO-LUMO gap: 2.053 eV.

```
43
C16H10BLiN2O13, DFT the ωB97M-V functional and the def2-TZVPD basis
Li -2.4966 1.7093 0.7534
C -3.2240 5.2514 1.2036
O -3.2326 6.3994 1.4347
O -2.8741 4.4381 2.0203
O -3.6106 4.7206 0.0912
O 6.0463 0.8430 -6.6484
C 4.8536 0.8216 -6.3785
O 4.2130 0.3174 -5.3107
B 2.7368 0.4010 -5.4683
O 2.4987 1.2087 -6.6503
C 3.7347 1.2580 -7.3799
O 3.9444 1.7221 -8.4894
O 2.2056 1.1101 -4.2222
C 1.3065 0.3014 -3.6842
O 0.5843 0.6456 -2.7168
C 1.1936 -0.9578 -4.5724
O 2.0700 -0.8855 -5.4779
O 0.4617 -1.8331 -4.2892
C 2.5113 0.8253 2.9149
C 3.6627 0.4138 2.1639
C 4.4300 -0.5974 2.5890
C 4.2216 -1.2198 3.7734
C 3.0248 -0.8837 4.4512
C 2.1477 0.0893 3.9880
N 5.2433 -2.1803 4.3802
O 5.0948 -2.5288 5.5064
O 6.1867 -2.4691 3.6868
H 1.8638 1.6126 2.5582
H 3.8213 0.8331 1.1813
H 5.3066 -0.7673 1.9816
H 2.8376 -1.3396 5.4122
H 1.2221 0.2922 4.5061
N -5.2774 -0.8228 1.3887
C -6.4436 -0.3308 1.9846
C -7.5534 -1.1329 2.0839
C -7.4785 -2.4377 1.5486
C -6.2715 -2.9683 1.0053
C -5.2435 -2.1415 0.9124
H -6.4993 0.7261 2.1996
H -8.4677 -0.7992 2.5520
H -8.2441 -3.1626 1.7824
H -6.1915 -4.0194 0.7701
H -4.3147 -2.4625 0.4645
```

6.
Density functional theory data (the ωB97M-V functional and the def2-TZVPD basis) for C16H10BrF5In as an isolated structure at a distorted geometry.

For the energy relative to the best compared isomer or geometry (same formula, charge and spin), the calculation gives 69.9 kJ/mol. Its charge is -1. As for the HOMO-LUMO gap: 5.335 eV.

```
33
C16H10BrF5In, DFT the ωB97M-V functional and the def2-TZVPD basis
C 1.1080 0.6386 -1.2305
C 2.3926 0.7383 -0.6446
C 2.7690 -0.5676 -0.2116
H 2.9686 1.6569 -0.5291
C 1.6722 -1.4443 -0.4490
C 0.6292 -0.6864 -1.0523
H -0.3541 -1.0623 -1.3386
H 0.5619 1.4583 -1.7108
H 3.7350 -0.8602 0.1931
H 1.6045 -2.4981 -0.1895
In -1.8260 1.3167 -0.5013
Br -0.8262 3.5161 -1.4272
C -3.7861 0.4097 -1.9257
C -3.2637 -0.5314 -2.8487
C -2.4173 0.1484 -3.7634
H -3.5312 -1.5851 -2.9081
C -2.4121 1.5151 -3.4467
C -3.2793 1.7186 -2.3140
H -3.6703 2.6803 -1.9847
H -4.5573 0.2398 -1.1773
H -1.8943 -0.3020 -4.6066
H -1.8755 2.2993 -3.9761
F -0.0387 3.0605 1.3718
C -0.2149 1.9076 2.0703
C -0.9366 0.8716 1.5036
C -0.8153 -0.3582 2.1397
F -1.3338 -1.4751 1.5528
C -0.0776 -0.5191 3.3185
F 0.0369 -1.7398 3.8818
C 0.5984 0.5697 3.8715
F 1.4170 0.4092 4.9291
C 0.4870 1.8196 3.2725
F 1.1133 2.9132 3.7581
```

7.
Density functional theory data (the ωB97M-V functional and the def2-TZVPD basis) for C16H10CuF3N3O9Te as an isolated structure at a distorted geometry.

For the energy relative to the best compared isomer or geometry (same formula, charge and spin), the calculation gives 9.6 kJ/mol. Its charge is -1. As for the HOMO-LUMO gap: 6.798 eV.

```
43
C16H10CuF3N3O9Te, DFT the ωB97M-V functional and the def2-TZVPD basis
Cu 0.1840 0.3242 1.9507
O 2.6907 5.4794 -2.5327
N 3.5644 4.7867 -2.0348
O 4.7464 4.8712 -2.3290
C 3.1845 3.8389 -1.0131
C 4.1576 3.0339 -0.4175
C 3.8007 2.1587 0.5654
C 2.4427 1.9559 1.0364
O 2.1272 1.0604 1.8425
C 1.5194 2.8658 0.3783
C 1.8623 3.7404 -0.6258
N 0.1281 2.7895 0.7424
O -0.1285 2.4590 1.9131
O -0.7439 2.9833 -0.1172
N 4.8844 1.3896 1.1780
O 4.8536 1.2202 2.3759
O 5.7855 1.0127 0.4437
H 5.1899 3.1072 -0.7248
H 1.1016 4.3506 -1.0890
C -2.4576 -1.9266 0.6087
Te -2.1692 0.1870 0.6476
C -1.8249 -0.0868 -1.4491
C -2.5976 -1.3287 -1.8100
C -2.9918 -1.5990 -3.1147
C -3.7012 -2.7534 -3.4128
C -4.0125 -3.6519 -2.4034
C -3.6156 -3.3915 -1.0997
C -2.9108 -2.2336 -0.7936
H -3.1912 -2.2172 1.3569
H -1.5046 -2.4048 0.8346
H -0.7574 -0.2210 -1.6221
H -2.1576 0.7913 -1.9978
H -2.7490 -0.8935 -3.9007
H -4.0135 -2.9466 -4.4311
H -4.5691 -4.5530 -2.6274
H -3.8571 -4.0919 -0.3092
F 0.5862 -3.7607 4.4928
C -0.3920 -3.4380 3.6286
F -1.5546 -3.6235 4.2706
F -0.3559 -4.3460 2.6414
C -0.2249 -1.9837 3.1087
O -0.7828 -1.0988 3.7670
O 0.4540 -1.8556 2.0722
```

8.
Density functional theory data (the ωB97M-V functional and the def2-TZVPD basis) for an isolated molecule of C16H10N2O6 at a distorted geometry.

Its structure (SMILES) is O=C1C[C@]2(C(=O)O1)[C@@H]1C(=O)OC(=O)[C@@H]1[C@@H]1c3ccccc3C=NN12. As for the HOMO-LUMO gap: 8.342 eV.

```
34
C16H10N2O6, DFT the ωB97M-V functional and the def2-TZVPD basis
O -1.9452 4.6092 -0.5859
O 2.5210 -0.7621 -1.8150
O 2.6165 3.4480 -0.2309
O -0.5240 2.3667 2.9033
N -1.8301 0.3875 0.1092
O 2.5483 1.5295 -1.5358
O -1.5746 3.5170 1.3539
C -1.4898 3.6910 0.0432
C 2.3254 0.2638 -1.1468
C 2.3052 2.2789 -0.4979
C -0.7443 2.6235 1.7158
C -2.2659 -0.8843 -0.0491
C -1.0767 -4.4180 -0.5371
C 0.3275 -4.1572 -0.3952
C -1.9634 -3.3078 -0.4821
C 0.8034 -2.9118 -0.0929
C -1.4251 -2.0702 -0.1127
C -0.0883 -1.8417 0.0711
N -0.4957 0.5454 0.2374
C -0.5663 2.7745 -0.7124
C 0.4713 -0.5446 0.6343
C 1.7071 0.1788 0.3431
C 1.4590 1.6807 0.5844
C -0.0619 1.9043 0.4728
H -3.3525 -0.9942 -0.1395
H -1.3306 -5.4668 -0.7164
H 0.9245 -5.0664 -0.3938
H -2.9789 -3.3771 -0.8600
H 1.8243 -2.7275 0.2200
H -1.1462 2.2551 -1.5042
H 0.1858 3.4228 -1.1936
H 0.4918 -0.7609 1.7355
H 2.5866 -0.1870 0.9595
H 1.7618 2.0008 1.6177
```

Repeat the fourth record exactly.
Density functional theory data (the ωB97M-V functional and the def2-TZVPD basis) for C15H8N4S9Zn as an isolated structure at a distorted geometry.

For the energy relative to the best compared isomer or geometry (same formula, charge and spin), the calculation gives 0.0 kJ/mol. Its charge is -2. As for the HOMO-LUMO gap: 4.831 eV.

```
37
C15H8N4S9Zn, DFT the ωB97M-V functional and the def2-TZVPD basis
Zn 0.9676 7.2856 15.0118
S 0.2178 8.2668 17.0423
C 0.1245 6.7873 17.8598
C -0.3904 6.8323 19.2102
N -0.8349 6.8921 20.2924
C 0.3755 5.4191 17.4473
S 0.7032 5.0597 15.7717
C 0.1495 4.3379 18.3360
N -0.0176 3.3294 18.9454
S 2.1371 13.7094 13.6314
C 1.9652 12.0657 13.6384
S 0.4541 11.2716 13.1169
C 0.9878 9.6204 13.3038
C 2.3348 9.5035 13.7914
S 3.0487 7.9914 14.0750
S 3.1981 10.9963 14.1870
S -0.1580 8.3941 13.0172
C 5.4597 5.2484 16.0217
C 5.2275 4.9141 14.5387
N 4.0604 4.8941 14.0267
C 4.1195 4.4046 12.7254
C 5.3620 4.0071 12.3134
S 6.5570 4.3528 13.4333
C 2.8788 4.3008 11.9500
C 2.9074 3.7958 10.6868
S 1.3804 3.8614 9.9559
C 0.7710 4.5114 11.4866
N 1.6438 4.7197 12.4010
C -0.6903 4.8812 11.5952
H 4.4988 5.2874 16.5065
H 5.9941 6.2278 16.0813
H 6.0504 4.3876 16.4593
H 5.5440 3.5861 11.3209
H 3.7959 3.5331 10.0882
H -1.2467 3.9108 11.5544
H -0.8875 5.5364 10.7109
H -0.8936 5.3123 12.5812
```

Copy entry 2 word for word.
Density functional theory data (the ωB97M-V functional and the def2-TZVPD basis) for a 2-piece molecular cluster, C15H7Cl4N2O4 overall at a distorted geometry.

For the energy relative to the best compared isomer or geometry (same formula, charge and spin), the calculation gives 8.4 kJ/mol. Its charge is -1. As for the HOMO-LUMO gap: 3.145 eV.

```
32
C15H7Cl4N2O4, DFT the ωB97M-V functional and the def2-TZVPD basis
Cl 2.9237 -1.7575 1.3453
C 1.4490 -0.9269 1.5153
C 1.3906 0.4248 1.6455
Cl 2.8005 1.3875 1.5705
C 0.1141 1.1381 1.9362
O 0.0563 2.3602 2.1253
C -1.1088 0.2990 1.9857
Cl -2.6115 1.1079 1.8137
C -1.0438 -1.0583 1.8664
Cl -2.4520 -2.0230 1.9622
C 0.2353 -1.7782 1.5934
O 0.2713 -2.9929 1.4114
C -2.6371 2.7705 4.6779
C -2.6912 1.3548 5.1099
C -3.7193 0.5408 4.5992
N -4.5987 -0.1231 4.1728
C -1.8178 0.8143 6.0982
C -0.7013 1.5432 6.6261
C 0.0675 1.0397 7.6587
C -0.2118 -0.2507 8.1721
N 0.6837 -0.8457 9.1000
O 0.4369 -2.0134 9.4962
O 1.6771 -0.2004 9.4978
C -1.2858 -1.0016 7.6557
C -2.0430 -0.5046 6.6108
H -1.7939 3.2936 5.1299
H -2.5416 2.8396 3.5878
H -3.5661 3.3006 4.9253
H -0.4445 2.5087 6.1841
H 0.9153 1.5930 8.0602
H -1.4522 -1.9982 8.0759
H -2.8209 -1.1335 6.1783
```